A single C8H7NO3 molecule in a non-equilibrium geometry, computed with the ωB97M-V functional and the def2-TZVPD basis.

Structure (XYZ):
```
19
Properties=species:S:1:pos:R:3:forces:R:3
C 1.624637 3.108182 -1.143916 -0.28 -0.12 -2.10
C 1.829735 0.067462 -1.013271 -2.87 -2.29 1.76
H 2.003729 2.590138 -0.252968 0.16 0.87 -0.19
H -1.109279 1.647168 -0.995028 -0.47 0.43 0.02
H 0.806252 3.819343 -0.992019 -0.31 -0.56 0.59
C 0.235221 -1.014450 0.460562 -3.04 -0.21 0.49
N -0.354771 -1.911900 1.318530 0.43 -1.13 0.26
C -0.738570 -0.094380 0.107631 -0.27 -1.23 1.93
H 2.205390 -1.744439 -0.000253 -1.19 0.42 0.43
H -0.037622 -2.868587 1.352296 -0.24 0.06 0.49
C -1.639964 -1.545121 1.538368 -2.49 0.87 1.25
O 1.248688 2.056693 -2.111975 -1.28 -0.32 2.12
C 1.387900 -0.984811 -0.120604 6.85 -0.32 -2.50
H 2.298582 3.705210 -1.756378 0.79 -0.08 0.65
O -1.902935 -0.392953 0.784595 0.83 0.14 -0.48
C -0.403146 0.906239 -0.688162 -1.53 2.21 -1.79
C 0.825296 0.961593 -1.293835 3.31 1.12 -1.58
O -2.497208 -1.928975 2.296637 1.17 -0.51 -0.81
H 2.801328 -0.071937 -1.420047 0.45 0.66 -0.52
```
Forces are in eV/Å.

The calculation puts the energy at -589.4939 hartree. The LUMO energy is 0.6 eV. Its SMILES is COc1ccc2[nH]c(=O)oc2c1. Its HOMO energy is -0.3286 Ha. The calculation puts the energy above the lowest of the compared OMol25 structures with the same formula, charge and spin at 0.6620 eV. As for the HOMO-LUMO gap: 9.6 eV. The calculation puts the largest force on an atom at 0.1419 Eh/bohr.

These are the natural (NBO) partial charges, in e, on atoms 1 to 4: -0.268 -0.252 0.194 0.243